{
  "formula": "C28H68N2O7",
  "method": "ωB97M-V with the def2-TZVPD basis set",
  "symbols": ["C", "C", "O", "H", "H", "H", "H", "H", "H", "C", "C", "O", "H", "H", "H", "H", "H", "H", "C", "C", "O", "H", "H", "H", "H", "H", "H", "C", "C", "O", "H", "H", "H", "H", "H", "H", "C", "C", "O", "H", "H", "H", "H", "H", "H", "C", "C", "C", "C", "C", "C", "N", "O", "C", "C", "C", "H", "H", "H", "H", "H", "H", "H", "H", "H", "H", "H", "H", "H", "H", "H", "H", "H", "H", "H", "C", "C", "C", "C", "C", "C", "N", "O", "C", "C", "C", "H", "H", "H", "H", "H", "H", "H", "H", "H", "H", "H", "H", "H", "H", "H", "H", "H", "H", "H"],
  "positions_angstrom": [[0.783, -3.385, 2.493], [1.902, -3.154, 3.507], [3.078, -3.718, 2.957], [-0.092, -2.737, 2.544], [0.398, -4.389, 2.668], [1.084, -3.492, 1.451], [1.731, -3.661, 4.456], [2.037, -2.091, 3.707], [3.822, -3.397, 3.472], [6.192, -0.320, 1.753], [6.248, -1.339, 2.904], [7.314, -2.253, 2.580], [7.216, -0.120, 1.438], [5.710, 0.632, 1.974], [5.615, -0.634, 0.883], [5.329, -1.922, 2.848], [6.244, -1.084, 3.964], [6.780, -3.036, 2.429], [-4.039, -0.438, -5.070], [-2.770, -0.920, -4.468], [-2.054, 0.339, -4.523], [-4.518, 0.352, -4.493], [-4.809, -1.205, -4.981], [-3.882, -0.085, -6.089], [-2.274, -1.645, -5.114], [-2.935, -1.413, -3.510], [-2.200, 0.844, -3.720], [3.034, 1.828, -5.360], [1.826, 2.426, -4.609], [1.902, 3.829, -4.716], [4.039, 2.204, -5.165], [2.890, 2.014, -6.424], [3.109, 0.744, -5.277], [1.881, 2.085, -3.575], [0.875, 2.078, -5.013], [1.077, 4.206, -4.400], [5.310, 3.342, -0.135], [6.818, 3.496, -0.400], [7.355, 2.261, -0.190], [4.737, 4.263, -0.022], [5.175, 2.807, 0.805], [4.774, 2.743, -0.871], [7.225, 4.148, 0.373], [7.027, 4.048, -1.317], [7.337, 1.818, -1.042], [2.113, 0.634, 2.743], [0.874, 1.515, 2.385], [1.207, 3.010, 2.424], [1.856, 3.560, 1.127], [1.010, 3.179, -0.096], [0.796, 1.661, -0.217], [0.321, 1.077, 1.049], [0.121, -0.287, 0.898], [-0.204, 1.377, -1.389], [2.077, 0.994, -0.646], [-0.214, 1.298, 3.352], [2.115, 0.596, 3.833], [3.045, 1.016, 2.327], [1.907, -0.354, 2.332], [0.356, 3.670, 2.591], [1.876, 3.344, 3.217], [2.862, 3.146, 1.186], [1.878, 4.647, 1.209], [1.374, 3.566, -1.048], [0.053, 3.563, 0.259], [0.130, 1.748, -2.358], [-0.455, 0.324, -1.511], [-1.120, 1.964, -1.312], [2.786, 1.070, 0.178], [2.032, -0.038, -0.992], [2.402, 1.520, -1.544], [-1.222, 1.568, 3.036], [-0.077, 1.731, 4.343], [-0.307, 0.228, 3.537], [-0.821, -0.448, 0.990], [-6.259, -4.153, 0.812], [-5.514, -3.055, 0.097], [-6.537, -2.059, -0.369], [-6.044, -0.739, -0.855], [-5.275, -0.041, 0.306], [-4.120, -0.982, 0.800], [-4.683, -2.356, 1.116], [-3.822, -3.151, 1.787], [-2.925, -1.023, -0.223], [-3.668, -0.263, 2.098], [-4.782, -3.674, -1.117], [-5.598, -4.993, 1.025], [-7.110, -4.536, 0.248], [-6.528, -3.842, 1.822], [-7.083, -2.497, -1.204], [-7.197, -1.830, 0.468], [-6.870, -0.077, -1.116], [-5.493, -0.946, -1.772], [-5.921, 0.308, 1.112], [-4.939, 0.911, -0.104], [-2.680, 0.037, -0.293], [-2.007, -1.574, -0.018], [-3.323, -1.165, -1.228], [-4.396, -0.351, 2.905], [-2.892, -0.832, 2.610], [-3.306, 0.765, 2.075], [-4.497, -2.985, -1.911], [-5.333, -4.493, -1.578], [-3.896, -4.142, -0.686], [-4.374, -3.212, 2.570]],
  "lumo_energy_ha": [0.084, 0.082],
  "e_tot_ev": -47444.1094,
  "spin_multiplicity": 2,
  "s2": 0.7504,
  "total_charge": -1,
  "e_above_lowest_kj_mol": 167.2,
  "homo_lumo_gap_ev": [1.541, 8.096],
  "e_homo_ev": [0.8, -5.9]
}